Record 1
Computed, not measured: a cluster of 2 separate species, C3H9BO2 in total at a distorted geometry, with ωB97M-V with the def2-TZVPD basis set.

```
15
Properties=species:S:1:pos:R:3
C -0.807 -0.258 -1.686
C 0.151 0.404 -1.039
C 1.640 0.120 -1.058
H -1.824 -0.091 -1.588
H -0.530 -0.894 -2.421
H -0.125 1.235 -0.339
H 1.846 -0.975 -1.018
H 2.152 0.491 -0.127
H 1.912 0.404 -2.065
O -1.921 0.093 1.594
B -0.780 0.034 2.457
O 0.445 -0.024 1.862
H -1.603 0.017 0.749
H -1.126 -0.507 3.708
H 0.571 -0.047 0.971
```

The relative energy (zero: lowest compared OMol25 entry of this formula, charge and spin) is 42.9 kcal/mol. The LUMO energy is 0.74 eV.

Population analysis type Löwdin, resulting atomic charges in e:
1 C 0.030
2 C -0.251
3 C -0.097
4 H 0.046
5 H 0.032
6 H 0.119
7 H 0.093
8 H 0.094
9 H 0.077
10 O 0.068
11 B -0.407
12 O 0.125
13 H -0.024
14 H 0.127
15 H -0.032



Record 2
Computed, not measured: a structure of composition C5H8OS2 at a distorted geometry, with ωB97M-V with the def2-TZVPD basis set.

```
16
Properties=species:S:1:pos:R:3
C -2.600 -0.692 -1.480
C -1.226 -0.287 -0.725
C -0.225 -1.125 -0.998
C 1.206 -0.496 0.940
C -0.622 1.412 0.919
H -2.828 0.029 -2.252
H -2.403 -1.729 -2.036
H -3.354 -0.808 -0.623
H -0.246 -2.070 -1.326
H 2.135 -1.080 1.728
H 0.221 -0.896 1.398
H -0.914 2.541 0.992
H -0.794 0.863 1.807
O -1.491 0.998 -0.185
S 1.390 -1.160 -0.522
S 1.168 1.303 1.138
```

The relative energy (zero: lowest compared OMol25 entry of this formula, charge and spin) is 101.3 kcal/mol. The LUMO energy is 0.71 eV.

Population analysis type Löwdin, resulting atomic charges in e:
1 C -0.026
2 C -0.323
3 C -0.443
4 C -0.985
5 C -0.484
6 H 0.056
7 H 0.110
8 H 0.093
9 H 0.010
10 H 0.152
11 H 0.070
12 H 0.127
13 H 0.037
14 O -0.097
15 S 0.877
16 S 0.825



Record 3
Computed, not measured: a structure of composition C27H27CsF18N6O3PS at a distorted geometry, with ωB97M-V with the def2-TZVPD basis set.

```
84
Properties=species:S:1:pos:R:3
Cs 0.204 -1.095 0.170
C 1.684 6.639 2.417
C 1.686 5.156 2.169
C 2.787 4.372 2.459
C 2.750 2.999 2.240
C 1.608 2.392 1.729
N 1.564 0.986 1.804
C 2.547 0.204 1.282
C 3.311 0.598 0.167
C 4.203 -0.277 -0.425
C 4.382 -1.547 0.102
C 5.280 -2.538 -0.579
C 3.647 -1.932 1.231
C 2.700 -1.123 1.833
C 1.695 -1.627 2.993
O 0.434 -1.692 2.576
C 2.093 -3.061 3.449
F 3.363 -3.171 3.944
F 1.278 -3.530 4.403
F 2.000 -3.942 2.433
C 1.874 -0.670 4.256
F 3.018 0.065 4.227
F 0.858 0.169 4.393
F 1.938 -1.368 5.424
C 0.488 3.171 1.363
C 0.564 4.534 1.624
C -0.732 2.509 0.671
O -0.452 1.262 0.266
C -1.900 2.414 1.688
F -1.475 1.812 2.804
F -2.421 3.618 2.068
F -2.936 1.695 1.225
C -1.171 3.342 -0.566
F -0.167 3.453 -1.440
F -2.191 2.751 -1.214
F -1.596 4.612 -0.302
H 2.659 6.977 2.776
H 0.946 6.938 3.166
H 1.458 7.205 1.510
H 3.680 4.824 2.878
H 3.587 2.376 2.522
H 3.122 1.571 -0.267
H 4.724 0.015 -1.329
H 5.986 -2.039 -1.246
H 4.705 -3.237 -1.191
H 5.847 -3.128 0.144
H 3.812 -2.929 1.608
H -0.294 5.145 1.377
C -2.794 -0.943 -4.370
C -1.659 -0.113 -4.827
N -1.398 0.241 -6.058
N -0.257 0.971 -5.945
C 0.222 1.067 -4.690
S 1.603 1.876 -4.142
N -0.707 0.382 -3.978
N -0.615 0.090 -2.612
H -3.515 -1.012 -5.183
H -3.283 -0.507 -3.498
H -2.447 -1.933 -4.075
H 0.204 1.358 -6.746
H -0.269 0.924 -2.139
H -1.547 -0.152 -2.280
F 0.712 -2.951 -1.422
P 0.263 -3.936 -2.665
F -0.220 -4.884 -3.874
F -0.448 -4.926 -1.593
F 1.643 -4.762 -2.514
F -1.116 -3.072 -2.756
F 0.965 -2.933 -3.714
C -5.551 -2.544 1.202
N -4.977 -1.895 0.041
C -5.830 -1.303 -0.971
C -3.633 -1.750 -0.134
C -2.690 -2.254 0.927
O -3.205 -1.213 -1.149
H -6.629 -2.604 1.058
H -5.365 -2.000 2.131
H -5.177 -3.562 1.326
H -6.855 -1.311 -0.602
H -5.786 -1.847 -1.917
H -5.528 -0.275 -1.174
H -3.151 -2.509 1.877
H -1.948 -1.483 1.097
H -2.159 -3.129 0.539
```

The relative energy (zero: lowest compared OMol25 entry of this formula, charge and spin) is 49.4 kcal/mol. The LUMO energy (spin up / spin down) is 3.77 / 3.70 eV. Its net charge is -2. The spin multiplicity is 2.

Population analysis type Löwdin, resulting atomic charges in e:
1 Cs 1.793
2 C -0.070
3 C -0.282
4 C -0.052
5 C -0.010
6 C -0.186
7 N 0.140
8 C -0.382
9 C -0.007
10 C -0.034
11 C -0.254
12 C -0.048
13 C 0.004
14 C -0.111
15 C -0.435
16 O -0.397
17 C -0.546
18 F 0.107
19 F 0.136
20 F 0.132
21 C -0.515
22 F 0.113
23 F 0.153
24 F 0.105
25 C -0.030
26 C 0.014
27 C -0.405
28 O -0.448
29 C -0.530
30 F 0.165
31 F 0.112
32 F 0.141
33 C -0.536
34 F 0.139
35 F 0.140
36 F 0.102
37 H 0.064
38 H 0.073
39 H 0.073
40 H 0.101
41 H 0.114
42 H 0.124
43 H 0.112
44 H 0.070
45 H 0.088
46 H 0.075
47 H 0.110
48 H 0.114
49 C 0.000
50 C -0.325
51 N 0.090
52 N -0.011
53 C -0.825
54 S 0.489
55 N -0.071
56 N 0.111
57 H 0.079
58 H 0.067
59 H 0.075
60 H 0.130
61 H 0.042
62 H 0.053
63 F -0.443
64 P 0.151
65 F -0.165
66 F -0.174
67 F -0.166
68 F -0.185
69 F -0.159
70 C -0.064
71 N -0.147
72 C -0.050
73 C -0.477
74 C -0.028
75 O 0.025
76 H 0.074
77 H 0.089
78 H 0.089
79 H 0.074
80 H 0.089
81 H 0.090
82 H 0.073
83 H -0.037
84 H 0.102



Record 4
Computed, not measured: a structure of composition C81H60NbO10 at a distorted geometry, with ωB97M-V with the def2-TZVPD basis set.

```
152
Properties=species:S:1:pos:R:3
C 1.682 -2.775 7.362
C 1.929 -1.231 7.494
C 3.404 -0.822 7.937
C 4.591 -1.521 7.141
C 5.799 -2.005 8.081
Nb 5.271 -3.645 9.576
C 4.540 -4.969 7.846
C 3.311 -5.773 7.942
C 2.891 -6.557 6.793
C 3.658 -6.565 5.564
C 4.891 -5.806 5.476
C 5.342 -5.006 6.605
H 0.638 -3.027 7.021
H 2.380 -3.308 6.674
H 1.802 -3.232 8.376
H 1.578 -0.743 6.543
H 1.244 -0.873 8.316
H 3.495 0.287 7.735
H 3.516 -0.914 9.050
H 5.052 -0.735 6.469
H 4.280 -2.352 6.463
H 6.618 -2.364 7.390
H 6.199 -1.123 8.646
H 3.543 -3.031 9.748
H 4.827 -4.908 10.813
H 6.958 -4.370 9.478
H 5.775 -2.481 10.914
H 2.700 -5.759 8.870
H 1.942 -7.133 6.882
H 3.331 -7.150 4.678
H 5.483 -5.817 4.536
H 6.285 -4.428 6.522
C -0.204 3.581 -0.603
C -0.023 4.209 0.626
C 0.596 3.533 1.668
C 1.027 2.222 1.488
C 0.824 1.585 0.264
C 0.218 2.272 -0.784
C 1.234 0.170 0.071
O 1.060 -0.383 -1.000
C 1.850 -0.556 1.208
C 2.188 -1.898 1.061
C 2.777 -2.584 2.113
C 3.040 -1.931 3.314
C 2.700 -0.592 3.469
C 2.096 0.095 2.419
C 1.705 1.514 2.605
O 1.930 2.089 3.652
H -0.680 4.111 -1.420
H -0.365 5.227 0.770
H 0.740 4.027 2.621
H 0.071 1.785 -1.740
H 1.989 -2.411 0.128
H 3.035 -3.630 1.999
H 3.507 -2.467 4.133
H 2.908 -0.097 4.411
C 13.298 -4.204 6.356
C 14.006 -4.447 5.181
C 13.389 -5.090 4.119
C 12.065 -5.505 4.231
C 11.364 -5.283 5.417
C 11.981 -4.622 6.475
C 9.967 -5.763 5.570
O 9.357 -5.567 6.600
C 9.334 -6.494 4.443
C 8.046 -7.001 4.591
C 7.442 -7.674 3.539
C 8.117 -7.836 2.333
C 9.403 -7.339 2.183
C 10.020 -6.675 3.240
C 11.409 -6.177 3.081
O 12.003 -6.322 2.028
H 13.779 -3.693 7.182
H 15.039 -4.131 5.095
H 13.941 -5.272 3.205
H 11.436 -4.436 7.392
H 7.513 -6.875 5.526
H 6.440 -8.071 3.659
H 7.641 -8.356 1.510
H 9.928 -7.471 1.244
C -5.328 7.027 -4.646
C -6.316 6.763 -5.590
C -6.480 5.477 -6.084
C -5.648 4.451 -5.645
C -4.641 4.721 -4.718
C -4.491 6.009 -4.211
C -3.713 3.648 -4.277
O -2.838 3.882 -3.466
C -3.868 2.289 -4.850
C -2.971 1.287 -4.491
C -3.115 0.009 -5.012
C -4.161 -0.276 -5.886
C -5.053 0.721 -6.251
C -4.905 2.008 -5.743
C -5.844 3.075 -6.168
O -6.756 2.830 -6.935
H -5.207 8.031 -4.254
H -6.961 7.561 -5.938
H -7.255 5.274 -6.814
H -3.719 6.221 -3.481
H -2.158 1.502 -3.809
H -2.413 -0.769 -4.735
H -4.277 -1.276 -6.287
H -5.862 0.495 -6.935
C -7.314 -0.243 -13.253
C -7.128 0.385 -12.024
C -6.504 -0.289 -10.986
C -6.074 -1.600 -11.168
C -6.282 -2.238 -12.392
C -6.893 -1.551 -13.437
C -5.872 -3.652 -12.585
O -6.050 -4.208 -13.652
C -5.250 -4.379 -11.449
C -4.913 -5.721 -11.595
C -4.319 -6.405 -10.544
C -4.052 -5.749 -9.346
C -4.391 -4.413 -9.194
C -5.000 -3.727 -10.241
C -5.391 -2.307 -10.055
O -5.162 -1.732 -9.008
H -7.793 0.289 -14.066
H -7.469 1.404 -11.878
H -6.357 0.205 -10.033
H -7.044 -2.038 -14.393
H -5.116 -6.236 -12.527
H -4.062 -7.452 -10.658
H -3.582 -6.283 -8.529
H -4.186 -3.907 -8.259
C -5.774 12.855 1.628
C -6.962 12.781 2.351
C -7.716 11.617 2.331
C -7.293 10.526 1.578
C -6.115 10.610 0.834
C -5.352 11.773 0.870
C -5.675 9.472 -0.014
O -4.647 9.543 -0.660
C -6.517 8.252 -0.065
C -6.150 7.199 -0.897
C -6.922 6.048 -0.944
C -8.061 5.939 -0.151
C -8.435 6.988 0.677
C -7.670 8.150 0.715
C -8.099 9.279 1.578
O -9.096 9.188 2.268
H -5.181 13.762 1.652
H -7.297 13.631 2.933
H -8.637 11.561 2.900
H -4.430 11.837 0.305
H -5.263 7.275 -1.515
H -6.636 5.232 -1.598
H -8.660 5.037 -0.183
H -9.325 6.901 1.289
```

The LUMO energy is -0.42 eV. Its net charge is -1.

Atomic partial charges in e from the Löwdin method, atoms 1 to 99:
1 C -0.149
2 C -0.254
3 C -0.243
4 C -0.310
5 C -0.437
6 Nb 1.141
7 C -0.360
8 C -0.160
9 C -0.118
10 C -0.119
11 C -0.129
12 C -0.149
13 H 0.068
14 H 0.046
15 H 0.032
16 H 0.083
17 H 0.098
18 H 0.094
19 H 0.066
20 H 0.084
21 H 0.051
22 H 0.017
23 H 0.014
24 H -0.135
25 H -0.204
26 H -0.171
27 H -0.187
28 H 0.076
29 H 0.084
30 H 0.081
31 H 0.072
32 H 0.068
33 C -0.057
34 C -0.059
35 C -0.002
36 C -0.083
37 C -0.084
38 C -0.002
39 C -0.281
40 O 0.090
41 C -0.090
42 C -0.006
43 C -0.050
44 C -0.034
45 C 0.013
46 C -0.081
47 C -0.279
48 O 0.108
49 H 0.099
50 H 0.105
51 H 0.120
52 H 0.114
53 H 0.117
54 H 0.108
55 H 0.102
56 H 0.116
57 C -0.060
58 C -0.066
59 C -0.008
60 C -0.086
61 C -0.079
62 C 0.005
63 C -0.277
64 O 0.119
65 C -0.074
66 C 0.000
67 C -0.060
68 C -0.061
69 C -0.008
70 C -0.087
71 C -0.280
72 O 0.093
73 H 0.106
74 H 0.103
75 H 0.117
76 H 0.126
77 H 0.113
78 H 0.107
79 H 0.104
80 H 0.117
81 C -0.061
82 C -0.056
83 C -0.001
84 C -0.083
85 C -0.083
86 C -0.009
87 C -0.278
88 O 0.098
89 C -0.084
90 C 0.005
91 C -0.047
92 C -0.049
93 C 0.004
94 C -0.084
95 C -0.279
96 O 0.098
97 H 0.110
98 H 0.107
99 H 0.120



Number 1: DFT total energy -295.03375 Ha. Number 2: DFT total energy -1066.76991 Ha. Number 3: DFT total energy -4156.96129 Ha. Number 4: DFT total energy -3931.88808 Ha.